Here is 5 unconnected molecules or ions with the total composition C35H76O19P4 at a distorted geometry from the Open Molecules 2025 dataset. Energies are from wB97M-V/def2-TZVPD.

Last columns: bonded neighbours and bond lengths (Å).
Atoms and positions in Å:
1 P 0.695 4.351 3.682  O7 1.548, O8 1.730, O14 1.668, O18 1.654
2 P 4.590 -9.676 3.233  O10 1.548, O15 1.730, O19 1.654, O21 1.668
3 P -2.117 7.567 -4.736  O9 1.654, O11 1.548, O12 1.668, O16 1.730
4 P -0.398 -4.310 -0.270  O6 1.654, O13 1.730, O20 1.548, O22 1.668
5 O -4.965 3.658 -0.183  C37 1.469, C58 1.469
6 O -0.857 -5.045 -1.679  P4 1.654, C34 1.420
7 O -0.431 3.291 3.620  P1 1.548
8 O 1.954 5.536 3.751  P1 1.730, C41 1.432
9 O -1.200 7.115 -6.036  P3 1.654, C50 1.420
10 O 3.144 -9.256 2.871  P2 1.548
11 O -0.994 7.283 -3.708  P3 1.548
12 O -1.817 9.208 -4.720  P3 1.668, C38 1.424
13 O 0.725 -3.421 -1.240  P4 1.730, C29 1.432
14 O -0.175 5.436 2.762  P1 1.668, C28 1.424
15 O 6.205 -10.145 3.637  P2 1.730, C53 1.432
16 O -3.372 7.885 -5.883  P3 1.730, C48 1.432
17 O -2.386 3.116 -2.664  C30 1.501, C45 1.471
18 O 0.288 4.863 5.201  P1 1.654, C27 1.420
19 O 4.382 -11.241 2.740  P2 1.654, C57 1.420
20 O -1.402 -5.107 0.599  P4 1.548
21 O 4.220 -9.825 4.852  P2 1.668, C24 1.424
22 O 0.876 -5.292 0.172  P4 1.668, C56 1.424
23 O -1.514 0.174 -2.891  C35 1.469, C47 1.469
24 C 3.110 -9.141 5.424  O21 1.424, C46 1.521, H77 1.097, H79 1.094
25 C -1.444 0.346 1.375  C44 1.670, C55 1.671, H133 1.194
26 C 5.855 -12.224 4.982  C53 1.520, H84 1.095, H98 1.093, H109 1.094
27 C 0.779 4.091 6.288  O18 1.420, C52 1.517, H75 1.095, H85 1.095
28 C -1.214 5.002 1.891  O14 1.424, C43 1.521, H67 1.097, H70 1.094
29 C 1.963 -3.964 -1.710  O13 1.432, C42 1.520, H92 1.098, H115 1.097
30 C -2.650 3.712 -1.312  O17 1.501, C37 1.673, H60 1.193, H111 1.192
31 C -1.772 -3.150 -2.898  C34 1.517, H72 1.095, H105 1.095, H117 1.094
32 C -3.502 -0.012 -1.128  C35 1.672, C39 1.640, H80 1.193
33 C 5.956 -11.344 0.888  C57 1.517, H89 1.094, H114 1.095, H116 1.095
34 C -2.016 -4.530 -2.318  O6 1.420, C31 1.517, H62 1.095, H74 1.095
35 C -1.874 0.175 -1.467  O23 1.469, C32 1.672, C55 1.638
36 C -2.446 5.177 -6.815  C50 1.517, H63 1.095, H94 1.095, H124 1.094
37 C -4.190 4.360 -1.214  O5 1.469, C30 1.673, H68 1.169, H91 1.188
38 C -1.168 9.831 -3.616  O12 1.424, C54 1.521, H103 1.094, H119 1.097
39 C -4.137 -0.008 0.384  C32 1.640, C44 1.648, H123 1.185
40 C -2.208 9.285 -7.599  C48 1.520, H99 1.093, H102 1.095, H132 1.094
41 C 1.730 6.935 3.543  O8 1.432, C49 1.520, H66 1.098, H108 1.097
42 C 1.855 -5.218 -2.563  C29 1.520, H64 1.095, H100 1.093, H125 1.094
43 C -2.556 5.012 2.608  C28 1.521, H71 1.097, H78 1.089, H96 1.098
44 C -3.085 0.194 1.637  C25 1.670, C39 1.648, H95 1.172
45 C -0.968 2.729 -2.594  O17 1.471, C47 1.637, H97 1.185, H118 1.192
46 C 1.862 -10.009 5.379  C24 1.521, H73 1.098, H83 1.097, H93 1.089
47 C -0.605 1.272 -3.249  O23 1.469, C45 1.637, H112 1.170, H127 1.191
48 C -3.413 9.061 -6.700  O16 1.432, C40 1.520, H90 1.097, H121 1.098
49 C 0.735 7.593 4.484  C41 1.520, H59 1.093, H65 1.094, H88 1.095
50 C -1.124 5.724 -6.311  O9 1.420, C36 1.517, H82 1.095, H107 1.095
51 C 0.270 -7.438 1.121  C56 1.521, H86 1.097, H113 1.089, H120 1.098
52 C 2.282 4.228 6.441  C27 1.517, H122 1.094, H131 1.095, H134 1.095
53 C 6.540 -10.877 4.821  O15 1.432, C26 1.520, H104 1.097, H129 1.098
54 C 0.337 9.875 -3.832  C38 1.521, H61 1.098, H69 1.089, H76 1.097
55 C -0.859 0.327 -0.190  C25 1.671, C35 1.638, H130 1.186
56 C 0.842 -6.052 1.376  O22 1.424, C51 1.521, H106 1.094, H110 1.097
57 C 4.519 -11.495 1.349  O19 1.420, C33 1.517, H126 1.095, H128 1.095
58 C -6.338 3.357 -0.607  O5 1.469, H81 1.194, H87 1.169, H101 1.194
59 H 0.685 8.668 4.291  C49 1.093
60 H -1.866 4.578 -1.071  C30 1.193
61 H 0.852 10.191 -2.915  C54 1.098
62 H -2.852 -4.513 -1.612  C34 1.095
63 H -3.211 5.220 -6.033  C36 1.095
64 H 1.198 -5.051 -3.423  C42 1.095
65 H -0.279 7.200 4.366  C49 1.094
66 H 1.467 7.109 2.492  C41 1.098
67 H -0.986 4.016 1.468  C28 1.097
68 H -4.621 4.295 -2.299  C37 1.169
69 H 0.748 8.917 -4.148  C54 1.089
70 H -1.254 5.698 1.048  C28 1.094
71 H -2.880 6.044 2.789  C43 1.097
72 H -1.598 -2.417 -2.103  C31 1.095
73 H 0.972 -9.426 5.654  C46 1.098
74 H -2.277 -5.222 -3.125  C34 1.095
75 H 0.286 4.456 7.194  C27 1.095
76 H 0.584 10.590 -4.626  C54 1.097
77 H 2.951 -8.173 4.933  C24 1.097
78 H -2.519 4.530 3.584  C43 1.089
79 H 3.356 -8.922 6.466  C24 1.094
80 H -4.255 -0.162 -2.041  C32 1.193
81 H -6.438 2.167 -0.601  C58 1.194
82 H -0.798 5.186 -5.414  C50 1.095
83 H 1.955 -10.842 6.086  C46 1.097
84 H 6.039 -12.864 4.112  C26 1.095
85 H 0.496 3.042 6.155  C27 1.095
86 H 0.979 -8.038 0.538  C51 1.097
87 H -6.631 3.736 -1.674  C58 1.169
88 H 1.020 7.436 5.530  C49 1.095
89 H 6.066 -11.652 -0.155  C33 1.094
90 H -4.295 8.946 -7.342  C48 1.097
91 H -4.133 5.501 -0.889  C37 1.188
92 H 2.641 -4.113 -0.859  C29 1.098
93 H 1.693 -10.459 4.401  C46 1.089
94 H -2.816 5.767 -7.661  C36 1.095
95 H -3.518 0.236 2.726  C44 1.172
96 H -3.324 4.514 2.001  C43 1.098
97 H -0.531 2.770 -1.494  C45 1.185
98 H 6.226 -12.732 5.876  C26 1.093
99 H -2.365 10.165 -8.228  C40 1.093
100 H 2.843 -5.514 -2.927  C42 1.093
101 H -7.169 3.793 0.132  C58 1.194
102 H -2.033 8.418 -8.244  C40 1.095
103 H -1.549 10.854 -3.542  C38 1.094
104 H 7.621 -11.053 4.766  C53 1.097
105 H -0.885 -3.146 -3.540  C31 1.095
106 H 1.870 -6.150 1.736  C56 1.094
107 H -0.356 5.585 -7.079  C50 1.095
108 H 2.704 7.417 3.694  C41 1.097
109 H 4.770 -12.135 5.091  C26 1.094
110 H 0.288 -5.521 2.160  C56 1.097
111 H -2.479 2.903 -0.454  C30 1.192
112 H 0.508 1.017 -2.995  C47 1.170
113 H -0.654 -7.416 0.544  C51 1.089
114 H 6.285 -10.303 0.969  C33 1.095
115 H 2.419 -3.178 -2.324  C29 1.097
116 H 6.630 -11.944 1.507  C33 1.095
117 H -2.633 -2.815 -3.483  C31 1.094
118 H -0.371 3.551 -3.218  C45 1.192
119 H -1.431 9.334 -2.675  C38 1.097
120 H 0.078 -7.960 2.068  C51 1.098
121 H -3.613 9.935 -6.067  C48 1.098
122 H 2.629 3.722 7.346  C52 1.094
123 H -5.312 -0.121 0.499  C39 1.185
124 H -2.343 4.135 -7.129  C36 1.094
125 H 1.450 -6.070 -2.009  C42 1.094
126 H 3.857 -10.830 0.783  C57 1.095
127 H -0.684 1.399 -4.430  C47 1.191
128 H 4.187 -12.523 1.172  C57 1.095
129 H 6.383 -10.238 5.700  C53 1.098
130 H 0.307 0.454 -0.364  C55 1.186
131 H 2.575 5.282 6.490  C52 1.095
132 H -1.288 9.456 -7.033  C40 1.094
133 H -0.694 0.492 2.292  C25 1.194
134 H 2.804 3.787 5.586  C52 1.095

## Properties
SMILES string	CCOP(=O)(OCC)OCC.CCOP(=O)(OCC)OCC.CCOP(=O)(OCC)OCC.CCOP(=O)(OCC)OCC.COCCOCCOc1ccccc1
gap between HOMO and LUMO	6.0330	eV
HOMO	-0.300	Ha